This record from the OMol25 dataset describes a cluster of 12 separate species, C5H32NO12S in total at a distorted geometry. The level of theory is ωB97M-V with the def2-TZVPD basis set.

Geometry (Å):
O1 1.401 -0.484 0.321
C1 0.193 -0.267 0.277
N1 -0.424 0.928 0.099
C2 0.045 2.273 -0.304
C3 -1.067 3.277 -0.526
S1 -2.145 3.617 0.933
C4 1.132 2.090 -1.350
C5 -0.760 -1.428 0.524
H1 -1.400 0.949 0.428
H2 0.590 2.829 0.546
H3 -1.866 3.128 -1.229
H4 -0.493 4.167 -0.853
H5 1.514 3.068 -1.745
H6 0.639 1.640 -2.217
H7 1.928 1.486 -0.962
H8 -1.105 -1.310 1.575
H9 -1.566 -1.420 -0.229
H10 -0.418 -2.454 0.398
H11 -0.452 0.651 2.470
H12 0.086 1.826 3.180
O2 0.347 0.900 3.061
H13 -3.470 -0.881 -1.117
H14 -2.557 -0.928 -2.283
O3 -3.373 -1.335 -1.975
H15 3.492 1.012 1.815
H16 2.964 0.767 0.461
O4 3.615 1.320 0.912
H17 -2.376 1.142 3.452
H18 -2.747 1.697 2.039
O5 -2.662 0.878 2.554
H19 1.517 -3.112 -0.308
H20 2.011 -2.619 -1.607
O6 2.224 -3.325 -0.921
H21 4.609 -0.156 -0.166
H22 3.768 -1.523 -0.016
O7 4.455 -1.049 -0.498
H23 -2.391 -3.519 -1.523
H24 -1.709 -2.276 -2.149
O8 -1.534 -3.169 -1.811
H25 2.080 -0.261 -1.199
H26 3.208 -0.842 -2.026
O9 2.195 -1.003 -1.829
H27 -3.948 0.861 0.410
H28 -3.990 -0.426 1.288
O10 -3.861 -0.104 0.396
H29 1.231 -2.169 3.172
H30 0.877 -0.861 3.737
O11 1.336 -1.678 3.992
H31 -0.799 -0.341 -3.709
H32 0.261 -0.695 -2.549
O12 -0.604 -0.871 -2.938

The value obtained for the orbital gap (spin up / spin down) is 9.5 / 5.9 eV. The highest occupied orbital energy (spin up / spin down) is -9.871 / -9.871 eV. The value obtained for the energy relative to the best compared isomer or geometry (same formula, charge and spin) is 15.2 kcal per mole. Its spin multiplicity is 2.